(1)
Formula: EuN2O6S4
Source: OMol25
Level of theory: wB97M-V/def2-TZVPD

The geometry in ORCA input format:
```
! wB97M-V def2-TZVPD RIJCOSX def2/J DEFGRID3
* xyz 1 7
N -3.6595 -0.0833 0.0633
S -3.0718 1.1085 0.7820
O -1.5875 1.0543 1.0585
Eu 0.2773 0.1628 0.0724
N 3.3175 1.1370 -0.5254
S 3.0487 1.6890 0.9261
O 1.5507 1.8280 1.0189
S 3.1608 -0.6121 -0.4965
O 1.9118 -0.6969 -1.3503
O 2.6972 -0.6457 1.0299
S -2.7381 -1.6551 -0.3072
O -3.5041 -2.1894 -1.4532
O -1.4029 -1.0972 -0.8186
*
```

Output
Kohn-Sham gap (spin up / spin down), Ha: 0.2168 / 0.2258
Molecular weight, g mol⁻¹: 404.2
LUMO (spin up / spin down), eV: -7.60 / -7.36
HOMO level (spin up / spin down), eV: -13.50 / -13.50

These are the Mulliken partial charges, in e, on atoms 1 to 5: number 1, N, carries -0.152; number 2, S, carries 0.551; number 3, O, carries -0.557; number 4, Eu, carries 1.990; number 5, N, carries -0.304



(2)
Formula: F12N6Na2O24S12
Source: OMol25
Level of theory: wB97M-V/def2-TZVPD

The geometry in ORCA input format:
```
! wB97M-V def2-TZVPD RIJCOSX def2/J DEFGRID3
* xyz -4 1
Na -3.0051 -1.7337 1.1197
Na -0.3808 -0.5256 0.3396
N 0.9672 4.1594 -1.3136
S 0.7413 2.5185 -1.5657
O 0.1533 2.0420 -2.7950
O 0.4797 1.7619 -0.3662
F 2.2792 2.1938 -1.8106
S -0.4885 4.5225 -1.3160
O -1.3833 4.0365 -0.2924
O -1.0985 4.8675 -2.5779
F -0.2748 6.0650 -0.7432
N 0.9215 -1.2710 -4.5215
S 2.5280 -0.8004 -4.5513
O 3.2722 -1.3795 -5.6308
O 3.3007 -0.5642 -3.3609
F 2.2015 0.7050 -5.0678
S 0.8783 -2.0062 -3.1530
O 0.5991 -1.0832 -2.0822
O 1.7423 -3.1269 -2.9391
F -0.5568 -2.7242 -3.2522
N -0.8586 -2.5491 1.5971
S -0.0757 -2.8448 3.1171
O 1.3319 -2.6561 3.3280
O -0.7112 -3.9194 3.8326
F -0.6357 -1.4981 3.7687
S -0.4425 -3.8922 0.9507
O -1.5278 -4.8598 1.0677
O 0.9373 -4.2542 0.8963
F -0.7598 -3.2633 -0.4951
N -1.9808 3.1983 3.3817
S -0.5928 2.2122 3.2388
O -0.7093 1.0877 2.3625
O 0.3555 2.2368 4.3198
F 0.1423 3.1989 2.2189
S -2.7491 2.1300 4.1992
O -2.2982 1.8030 5.5280
O -3.4774 1.1191 3.4746
F -3.9810 3.1576 4.5498
N 4.2211 -1.2469 1.8180
S 3.2672 -0.2642 1.0680
O 1.9144 -0.7214 0.9609
O 3.7196 0.4903 -0.0856
F 3.1525 0.9349 2.1067
S 4.5969 -2.0536 0.3529
O 5.8399 -1.6660 -0.2599
O 3.5021 -2.6125 -0.3968
F 5.0535 -3.3979 1.1350
N -2.6245 -0.1660 -0.6352
S -3.2783 -0.6999 -1.9451
O -2.5601 -0.3263 -3.1465
O -4.7159 -1.0008 -1.9840
F -2.6890 -2.2022 -1.7838
S -3.4958 1.3475 -0.8228
O -4.8917 1.3967 -0.4878
O -3.0017 2.2034 -1.8654
F -2.8541 1.9213 0.5150
*
```

Output
Kohn-Sham gap, Ha: 0.2194
Energy relative to the best compared isomer or geometry (same formula, charge and spin), kcal/mol: 110.5
Molecular weight, g mol⁻¹: 1126.8
LUMO, eV: 5.56
HOMO level, eV: -0.41

These are the Mulliken partial charges, in e, on atoms 1 to 5: number 1, Na, carries 1.037; number 2, Na, carries 1.436; number 3, N, carries -0.502; number 4, S, carries 0.969; number 5, O, carries -0.532



(3)
Formula: F12N6O24S12Tl
Source: OMol25
Level of theory: wB97M-V/def2-TZVPD

The geometry in ORCA input format:
```
! wB97M-V def2-TZVPD RIJCOSX def2/J DEFGRID3
* xyz -3 1
Tl 20.2232 11.7540 7.0231
N 22.5674 13.4762 6.9507
S 23.2697 14.4038 6.0180
O 24.6352 14.0253 5.5851
O 22.9225 15.8057 6.1571
F 22.4115 13.9886 4.7514
S 23.7567 13.7660 8.1694
O 24.1223 15.1391 8.6188
O 24.8084 12.7661 8.3012
F 22.7301 13.4003 9.3419
N 17.7762 13.2037 1.9720
S 18.9940 13.6769 2.9904
O 19.1402 13.0593 4.3358
O 19.6012 14.9939 2.7518
F 20.0987 12.9521 2.1538
S 16.7018 13.9481 2.6513
O 16.8435 15.3946 2.7671
O 15.7924 13.2943 3.6624
F 15.7335 13.9468 1.3948
N 21.4432 10.0393 5.1098
S 20.8128 9.1143 3.8289
O 21.3830 7.8339 3.4887
O 20.1204 9.9353 2.8373
F 19.4812 8.6267 4.6097
S 22.8271 10.1352 4.4403
O 23.1625 10.8983 3.2855
O 23.6363 8.9658 4.6570
F 23.3835 11.1556 5.5794
N 21.2220 10.3610 9.2549
S 20.6822 10.2135 10.8004
O 20.9472 11.1812 11.8206
O 20.3100 8.9141 11.3481
F 19.1792 10.7279 10.4012
S 22.5889 9.8377 9.7148
O 22.8170 8.4338 9.7681
O 23.5195 10.6583 10.4924
F 23.1256 10.0630 8.2067
N 17.5759 10.8521 7.0547
S 17.1703 9.3431 7.7026
O 17.0191 8.2606 6.7534
O 16.3287 9.2556 8.9565
F 18.6685 9.0722 8.1801
S 16.1415 11.3091 6.7531
O 15.3041 11.5520 7.9479
O 15.5977 10.7959 5.5426
F 16.6144 12.7742 6.2263
N 19.2721 14.3610 7.4266
S 19.0012 15.7534 6.8766
O 19.5180 16.9596 7.6122
O 17.8159 15.9997 6.0639
F 20.0677 15.5971 5.6549
S 18.3746 14.6977 8.7864
O 16.8800 14.7194 8.7230
O 19.0783 15.4025 9.9067
F 18.6279 13.1823 9.3391
*
```

Output
Kohn-Sham gap, Ha: 0.0884
Energy relative to the best compared isomer or geometry (same formula, charge and spin), kcal/mol: 230.4
Molecular weight, g mol⁻¹: 1285.2
LUMO, eV: -1.36
HOMO level, eV: -3.76

These are the Mulliken partial charges, in e, on atoms 1 to 5: number 1, Tl, carries 3.204; number 2, N, carries 0.103; number 3, S, carries 0.824; number 4, O, carries -0.642; number 5, O, carries -0.514



(4)
Formula: F18InP3
Source: OMol25
Level of theory: wB97M-V/def2-TZVPD

The geometry in ORCA input format:
```
! wB97M-V def2-TZVPD RIJCOSX def2/J DEFGRID3
* xyz 0 1
In -0.4320 -0.4600 1.7502
P 3.4157 0.1679 1.8023
F 2.4925 0.0544 3.1801
F 3.2181 -1.4280 1.6741
F 1.9676 0.3819 0.9969
F 4.0961 0.2785 0.3806
F 3.4724 1.7525 2.0663
F 4.7844 0.0027 2.5661
P 0.3263 -1.0303 -1.8838
F 0.5198 -2.3204 -2.8028
F 1.6367 -0.3621 -2.4902
F -0.6625 -0.3503 -2.9227
F 0.1142 0.3152 -0.9400
F -0.9571 -1.6895 -1.1340
F 1.2460 -1.6891 -0.7239
P -3.6445 0.9665 -0.2111
F -4.5598 2.1850 -0.5995
F -2.2536 1.7927 -0.2020
F -3.7979 1.1993 1.3654
F -2.7526 -0.4137 0.1725
F -4.9062 -0.0301 -0.2770
F -3.3235 0.6769 -1.7676
*
```

Output
Kohn-Sham gap, Ha: 0.1247
Energy relative to the best compared isomer or geometry (same formula, charge and spin), kcal/mol: 44.9
Molecular weight, g mol⁻¹: 549.7
LUMO, eV: -10.23
HOMO level, eV: -13.62

These are the Mulliken partial charges, in e, on atoms 1 to 5: number 1, In, carries 1.707; number 2, P, carries 1.142; number 3, F, carries -0.351; number 4, F, carries -0.296; number 5, F, carries -0.266



(5)
Formula: F2H2N2
Source: OMol25
Level of theory: wB97M-V/def2-TZVPD

The geometry in ORCA input format:
```
! wB97M-V def2-TZVPD RIJCOSX def2/J DEFGRID3
* xyz 0 1
N 1.1019 0.4848 0.5536
N -1.5059 0.0766 -0.5200
F 1.2793 -0.7357 0.0396
F -1.0671 -0.5311 -1.5765
H 0.7992 0.1574 1.5054
H -0.6075 0.5480 -0.0020
*
```

Output
Kohn-Sham gap (spin up / spin down), Ha: 0.3280 / 0.3680
Energy relative to the best compared isomer or geometry (same formula, charge and spin), kcal/mol: 109.8
Molecular weight, g mol⁻¹: 68.0
LUMO (spin up / spin down), eV: -1.53 / -0.28
HOMO level (spin up / spin down), eV: -10.46 / -10.29

These are the Mulliken partial charges, in e, on atoms 1 to 5: number 1, N, carries -0.279; number 2, N, carries -0.216; number 3, F, carries -0.079; number 4, F, carries -0.062; number 5, H, carries 0.288



(6)
Formula: F2H2O4Si
Source: OMol25
Level of theory: wB97M-V/def2-TZVPD

The geometry in ORCA input format:
```
! wB97M-V def2-TZVPD RIJCOSX def2/J DEFGRID3
* xyz 0 1
O 0.4908 -0.0257 1.5140
Si 0.1607 -0.0129 -0.0456
O 1.4786 -0.1593 -0.9393
O -0.7364 1.4965 -0.5407
F -1.7714 1.8449 0.2947
O -1.1236 -0.9889 -0.3613
F -1.1649 -2.3259 0.0389
H 1.1980 0.4652 1.9263
H 1.4682 -0.2939 -1.8868
*
```

Output
Kohn-Sham gap, Ha: 0.4201
Energy relative to the best compared isomer or geometry (same formula, charge and spin), kcal/mol: 44.4
Molecular weight, g mol⁻¹: 132.1
LUMO, eV: 0.14
SMILES string: O[Si](O)(OF)OF
HOMO level, eV: -11.30

These are the Mulliken partial charges, in e, on atoms 1 to 5: number 1, O, carries -0.433; number 2, Si, carries 0.743; number 3, O, carries -0.437; number 4, O, carries -0.200; number 5, F, carries -0.121



(7)
Formula: F2HLaOP
Source: OMol25
Level of theory: wB97M-V/def2-TZVPD

The geometry in ORCA input format:
```
! wB97M-V def2-TZVPD RIJCOSX def2/J DEFGRID3
* xyz 1 1
O 1.2762 -0.6504 -0.9496
P 0.9626 0.4304 0.2599
H 1.0204 -1.5663 -0.7829
F -2.0328 0.0822 -0.4282
F 0.5977 2.0589 0.1144
La -1.8241 -0.3548 1.7865
*
```

Output
Kohn-Sham gap (spin up / spin down), Ha: 0.1909 / 0.1728
Molecular weight, g mol⁻¹: 224.9
LUMO (spin up / spin down), eV: -6.07 / -5.77
HOMO level (spin up / spin down), eV: -11.27 / -10.48

These are the Mulliken partial charges, in e, on atoms 1 to 5: number 1, O, carries -0.409; number 2, P, carries 0.346; number 3, H, carries 0.348; number 4, F, carries -0.574; number 5, F, carries -0.241



(8)
Formula: F2HN
Source: OMol25
Level of theory: wB97M-V/def2-TZVPD

The geometry in ORCA input format:
```
! wB97M-V def2-TZVPD RIJCOSX def2/J DEFGRID3
* xyz 0 1
N 0.5440 -0.0307 0.5647
F 0.6338 1.0683 -0.2211
F 0.8928 -1.0250 -0.2628
H -2.0706 -0.0127 -0.0808
*
```

Output
Kohn-Sham gap (spin up / spin down), Ha: 0.3780 / 0.4365
Energy relative to the best compared isomer or geometry (same formula, charge and spin), kcal/mol: 76.9
Molecular weight, g mol⁻¹: 53.0
LUMO (spin up / spin down), eV: -0.89 / 0.68
HOMO level (spin up / spin down), eV: -11.18 / -11.20

The computed Mulliken charges, all in e, follow: number 1, N, carries 0.142; number 2, F, carries -0.083; number 3, F, carries -0.075; number 4, H, carries 0.016